Entry 1:
C56H132N12O18P2 | ωB97M-V/def2-TZVPD

Computed properties:
LUMO energy ... -0.0063 Eh
HOMO-LUMO gap ... 0.280 hartree
Calculated total energy ... -4906.7923 hartree

The geometry in ORCA input format:
```
! RIJCOSX wB97M-V def2-TZVPD def2/J DEFGRID3
* xyz 0 1
O -4.9717 -3.4895 -7.7849
P -6.4055 -3.1685 -7.9805
N -6.7786 -1.5060 -8.2092
C -8.0766 -1.0937 -8.6748
C -6.0923 -0.4047 -7.5100
N -7.5021 -3.4925 -6.6692
C -7.0675 -3.5395 -5.2593
C -8.9820 -3.4291 -6.8310
N -7.1113 -3.8972 -9.3552
C -6.7253 -3.3603 -10.7016
C -7.2284 -5.3766 -9.3017
H -8.0159 -0.3868 -9.5023
H -8.6992 -0.6923 -7.8752
H -8.6199 -1.9634 -9.0440
H -5.0089 -0.3298 -7.6042
H -6.3861 -0.2918 -6.4664
H -6.4586 0.4738 -8.0411
H -5.9975 -3.3319 -5.2517
H -7.5970 -2.7543 -4.7197
H -7.3855 -4.4973 -4.8473
H -9.2340 -4.4194 -6.4516
H -9.3723 -2.5932 -6.2504
H -9.3018 -3.3716 -7.8714
H -7.2527 -3.9461 -11.4544
H -6.9154 -2.3049 -10.8969
H -5.6774 -3.5991 -10.8835
H -6.3839 -5.8250 -9.8250
H -8.1477 -5.6212 -9.8339
H -7.2739 -5.7839 -8.2917
O -7.4667 -15.4618 -11.2042
P -6.8932 -14.2594 -10.5155
N -5.3382 -13.7425 -11.0672
C -5.2302 -13.2244 -12.4044
C -4.1947 -14.4511 -10.6255
N -6.5898 -14.5499 -8.8462
C -6.6009 -15.9463 -8.2619
C -6.2015 -13.5087 -7.8414
N -7.8501 -12.8615 -10.5015
C -9.2896 -12.9533 -10.1796
C -7.3045 -11.5656 -10.4788
H -4.3581 -12.5893 -12.5597
H -6.0947 -12.6638 -12.7600
H -5.2146 -13.9841 -13.1859
H -4.2512 -15.5033 -10.9046
H -4.1148 -14.4105 -9.5392
H -3.2864 -14.0278 -11.0543
H -5.6148 -16.3939 -8.3858
H -6.7062 -15.9521 -7.1770
H -7.3075 -16.7119 -8.5822
H -5.5795 -12.7208 -8.2660
H -7.1092 -13.0399 -7.4613
H -5.6551 -13.9326 -6.9988
H -9.4070 -13.0757 -9.1029
H -9.7551 -12.1027 -10.6775
H -9.6555 -13.8387 -10.6996
H -6.2170 -11.5611 -10.5532
H -7.5777 -11.0472 -9.5597
H -7.7261 -11.0026 -11.3115
O -13.3280 -7.6010 -17.4814
C -12.8994 -7.3631 -16.3018
O -13.5732 -6.5187 -15.4581
C -12.7999 -6.2088 -14.2585
C -11.6530 -7.1520 -14.1851
C -11.6149 -7.7981 -15.6285
H -13.4937 -6.4448 -13.4516
H -12.5696 -5.1456 -14.1907
H -11.8179 -7.8024 -13.3262
H -10.7546 -6.5499 -14.0487
H -11.5336 -8.8813 -15.5379
H -10.8107 -7.4504 -16.2769
O -8.3296 -0.8009 -16.2493
C -8.9041 -1.5381 -17.0384
O -9.5810 -0.9840 -17.9985
C -10.0788 -1.8830 -18.9485
C -9.6193 -3.2943 -18.4608
C -9.1094 -3.0652 -17.0208
H -9.5053 -1.6518 -19.8461
H -11.1654 -1.8562 -19.0313
H -8.7220 -3.5697 -19.0148
H -10.3595 -4.0485 -18.7281
H -8.2107 -3.6561 -16.8439
H -9.8447 -3.3462 -16.2669
O -12.6204 -14.1998 -17.8378
C -11.5138 -14.5565 -17.3294
O -10.9746 -13.7686 -16.4706
C -9.6842 -14.2046 -16.0513
C -9.6305 -15.6537 -16.4941
C -10.6575 -15.7667 -17.6225
H -9.5670 -14.2369 -14.9681
H -8.8659 -13.7277 -16.5908
H -9.9200 -16.2070 -15.6007
H -8.6532 -15.8741 -16.9237
H -11.2214 -16.6982 -17.5734
H -10.0997 -15.5795 -18.5400
O -6.4684 -7.2651 -15.2689
C -5.6989 -7.9015 -15.9717
O -4.8076 -8.7784 -15.4718
C -4.1136 -9.3930 -16.5841
C -4.9562 -9.1284 -17.8910
C -5.6165 -7.8456 -17.5014
H -3.9876 -10.4744 -16.5313
H -3.1281 -8.9340 -16.6632
H -5.6560 -9.9043 -18.2014
H -4.2821 -8.9867 -18.7358
H -6.5262 -7.5047 -17.9956
H -4.8398 -7.1200 -17.7427
O -12.9764 -2.0624 -10.9836
C -13.1134 -0.9882 -11.6631
O -12.6478 -0.9041 -12.8924
C -12.8262 0.3828 -13.5126
C -13.5904 1.1896 -12.4159
C -13.6850 0.2857 -11.1541
H -13.4671 0.3085 -14.3911
H -11.8895 0.8835 -13.7577
H -14.6053 1.3748 -12.7676
H -13.0347 2.1214 -12.3111
H -14.6821 0.2149 -10.7194
H -13.0114 0.6615 -10.3839
C -10.6367 -11.8762 -22.1935
C -10.7431 -10.9153 -21.0394
C -9.9301 -9.6417 -21.3156
O -8.5513 -9.9777 -21.5979
C -7.8061 -8.8442 -21.9676
N -12.1205 -10.6118 -20.7678
H -11.0896 -11.5491 -23.1294
H -11.2918 -12.7128 -21.9501
H -9.6341 -12.2244 -22.4415
H -10.3759 -11.3949 -20.1320
H -9.9357 -8.9682 -20.4586
H -10.3503 -9.0170 -22.1038
H -7.9308 -8.1654 -21.1240
H -8.0982 -8.3746 -22.9069
H -6.7987 -9.2337 -22.1139
H -12.3974 -11.4658 -20.3050
H -12.3672 -9.8295 -20.1785
C -21.5465 -6.3705 -23.8253
C -20.5710 -5.7154 -22.8787
C -19.1363 -6.3155 -23.0983
O -18.1570 -5.7278 -22.3015
C -18.2519 -5.9133 -20.8872
N -20.6520 -4.3133 -23.3460
H -21.4244 -6.2086 -24.8962
H -22.5752 -6.1000 -23.5868
H -21.5618 -7.4538 -23.7054
H -20.9198 -5.7752 -21.8477
H -18.8145 -6.0979 -24.1167
H -19.0940 -7.3820 -22.8771
H -18.4808 -6.9497 -20.6393
H -18.8638 -5.2048 -20.3288
H -17.2686 -5.8002 -20.4307
H -20.7142 -4.2247 -24.3502
H -19.7150 -3.9561 -23.2258
C -10.0990 -10.1654 -4.8767
C -10.9625 -9.0397 -4.3659
C -12.0534 -8.7543 -5.3909
O -11.3732 -8.2304 -6.5489
C -12.2123 -8.2117 -7.7204
N -11.4966 -9.3160 -3.0471
H -9.1586 -10.2258 -4.3288
H -9.8099 -9.8840 -5.8893
H -10.5503 -11.1539 -4.9609
H -10.3965 -8.1158 -4.2467
H -12.7563 -8.0348 -4.9710
H -12.5953 -9.6613 -5.6588
H -13.1837 -7.7282 -7.6169
H -12.4314 -9.2104 -8.0980
H -11.6182 -7.6567 -8.4465
H -12.0173 -10.1722 -3.1728
H -12.2142 -8.6989 -2.6944
C -14.8478 -15.8859 -12.9065
C -15.8260 -15.1986 -13.9963
C -15.8028 -13.6615 -13.8725
O -15.9656 -13.2684 -12.4785
C -15.8413 -11.9062 -12.2811
N -15.6490 -15.7158 -15.3516
H -13.7847 -15.7051 -13.0657
H -15.0171 -16.9571 -13.0153
H -15.1261 -15.6527 -11.8787
H -16.8173 -15.5662 -13.7312
H -16.4750 -13.1412 -14.5548
H -14.8448 -13.2715 -14.2165
H -16.7746 -11.4363 -12.5911
H -14.9766 -11.4138 -12.7261
H -15.7416 -11.8343 -11.1980
H -16.3855 -15.2540 -15.8658
H -14.8194 -15.2207 -15.6462
C -17.3904 -8.1072 -7.1289
C -18.6811 -7.9469 -7.9441
C -18.4670 -7.3047 -9.3992
O -17.6775 -6.1257 -9.2299
C -17.7207 -5.2443 -10.3411
N -19.3221 -9.2578 -8.0117
H -17.5122 -8.5227 -6.1286
H -16.8669 -7.1521 -7.0871
H -16.6657 -8.7190 -7.6661
H -19.4223 -7.3349 -7.4301
H -19.4235 -6.9877 -9.8149
H -17.9622 -8.0303 -10.0369
H -18.6758 -4.7222 -10.3979
H -17.4050 -5.7282 -11.2654
H -16.9868 -4.4474 -10.2209
H -20.0910 -9.2239 -8.6657
H -19.7485 -9.2124 -7.0972
C -22.6895 -5.2521 -16.5956
C -22.0668 -5.2280 -15.1247
C -20.8966 -6.2765 -14.8828
O -19.9241 -6.2651 -15.9410
C -18.9078 -7.1876 -15.6699
N -21.5731 -3.8938 -14.9018
H -23.6435 -4.7261 -16.6316
H -23.0774 -6.2403 -16.8427
H -22.0089 -4.7949 -17.3138
H -22.8838 -5.3666 -14.4166
H -21.1748 -7.3259 -14.7852
H -20.4350 -6.1095 -13.9096
H -19.2024 -8.1980 -15.3861
H -18.1964 -6.7774 -14.9531
H -18.2342 -7.3041 -16.5189
H -22.3254 -3.2479 -15.0939
H -20.8720 -3.7408 -15.6125
*
```

Entry 2:
C56H134F6N8O8P | ωB97M-V/def2-TZVPD

Computed properties:
Expectation value of S² ... 0.756
LUMO energy (alpha / beta) ... -0.4142 / -0.4826 Eh
HOMO-LUMO gap (alpha / beta) ... 0.221 / 0.152 hartree
Calculated total energy ... -4192.2610 hartree

The geometry in ORCA input format:
```
! RIJCOSX wB97M-V def2-TZVPD def2/J DEFGRID3
* xyz 6 2
P -0.0713 -21.1011 -1.5624
F 1.4805 -20.9693 -1.0454
F 0.3877 -21.2690 -3.0829
F -0.0470 -22.7607 -1.3400
F -1.6763 -21.2762 -2.0893
F -0.5844 -20.9098 -0.0095
F -0.1160 -19.5178 -1.7884
C -1.0936 -11.2390 -2.7981
C -1.5831 -12.6454 -2.9577
C -1.0381 -13.5899 -1.9414
N -1.7991 -14.9443 -1.9770
C -1.3964 -15.6227 -3.3269
C -1.3061 -15.8768 -0.7621
C -2.5871 -16.8746 -0.7747
C -3.7992 -16.2501 -1.3358
C -3.3062 -14.7976 -1.7788
H -1.3897 -10.6908 -1.9037
H -1.6277 -10.6694 -3.5586
H -0.0430 -11.1168 -3.0613
H -1.4578 -12.9552 -3.9952
H -2.6625 -12.5301 -2.8588
H -1.1642 -13.2668 -0.9081
H -0.0052 -13.8416 -2.1823
H -1.8914 -15.0891 -4.1384
H -1.6555 -16.6813 -3.3440
H -0.3569 -15.4477 -3.6043
H -0.3248 -16.3003 -0.9759
H -1.3979 -15.3314 0.1772
H -2.2596 -17.7604 -1.3189
H -2.7616 -17.3401 0.1954
H -4.3496 -16.8040 -2.0963
H -4.4441 -16.0860 -0.4725
H -3.7466 -14.4818 -2.7245
H -3.3808 -14.0236 -1.0150
C 5.6088 -15.1781 -0.4064
C 4.9265 -15.6209 -1.7177
C 4.5497 -17.0480 -1.6823
N 3.7262 -17.6656 -2.8226
C 2.3784 -16.9269 -2.9369
C 3.6350 -19.2036 -2.5708
C 4.1204 -19.7909 -3.9101
C 4.1691 -18.7043 -4.9561
C 4.5003 -17.4740 -4.1570
H 5.9675 -14.1539 -0.5095
H 6.4389 -15.8496 -0.1870
H 4.8552 -15.1621 0.3809
H 5.4936 -15.3287 -2.6015
H 4.0307 -15.0048 -1.7962
H 3.8523 -17.3499 -0.9009
H 5.4224 -17.7011 -1.6752
H 2.5728 -15.9167 -3.2970
H 1.7314 -16.8695 -2.0616
H 1.8506 -17.4257 -3.7497
H 2.6018 -19.4142 -2.2948
H 4.2245 -19.5413 -1.7185
H 3.3819 -20.5713 -4.0934
H 5.0476 -20.3454 -3.7655
H 3.1675 -18.6745 -5.3849
H 4.9484 -18.9486 -5.6779
H 4.1817 -16.5574 -4.6535
H 5.5602 -17.5192 -3.9065
C -3.8572 -23.3617 -2.3718
C -4.2545 -24.5983 -3.1862
C -5.2804 -25.4861 -2.5544
N -5.6317 -26.7599 -3.3511
C -4.3945 -27.6459 -3.4208
C -6.2081 -26.4570 -4.7689
C -7.2085 -27.6239 -5.0760
C -7.9894 -27.6442 -3.7615
C -6.8288 -27.6252 -2.7099
H -3.1250 -23.5994 -1.6002
H -4.7099 -22.8665 -1.9072
H -3.4193 -22.7455 -3.1570
H -3.3307 -25.1256 -3.4244
H -4.6214 -24.3710 -4.1871
H -6.2494 -24.9874 -2.5330
H -4.8741 -25.7334 -1.5737
H -3.8563 -27.7219 -2.4760
H -3.6579 -27.3268 -4.1581
H -4.7692 -28.6120 -3.7590
H -5.3520 -26.3509 -5.4352
H -6.8651 -25.5872 -4.7718
H -6.6288 -28.5470 -5.0820
H -7.8382 -27.6736 -5.9643
H -8.5478 -28.5729 -3.6442
H -8.6948 -26.8421 -3.5443
H -6.4171 -28.6202 -2.5409
H -7.0960 -27.3489 -1.6899
C -2.4499 -17.3333 5.6817
C -1.8321 -17.7334 4.3132
C -0.2698 -17.8679 4.3635
N 0.2988 -18.7466 3.2440
C -0.1700 -20.2273 3.4398
C -0.0834 -18.3196 1.7567
C 1.1689 -17.9664 1.0159
C 2.2247 -18.7118 1.7446
C 1.8127 -18.6474 3.1936
H -3.3068 -16.6708 5.5590
H -1.7501 -16.6987 6.2254
H -2.8045 -18.1216 6.3457
H -2.1242 -16.8648 3.7229
H -2.3598 -18.6088 3.9346
H 0.0085 -18.3491 5.3010
H 0.1522 -16.8707 4.2387
H -1.2247 -20.2453 3.1653
H -0.0225 -20.2847 4.5182
H 0.4071 -20.9596 2.8750
H -0.6787 -19.0878 1.2632
H -0.6933 -17.4167 1.7278
H 1.0723 -18.2150 -0.0409
H 1.4914 -16.9261 1.0591
H 2.3096 -19.7420 1.3989
H 3.2097 -18.2693 1.5960
H 2.2947 -19.4334 3.7750
H 2.0411 -17.7128 3.7059
C 2.3352 -25.1474 0.6193
N 3.1445 -24.4196 1.7237
C 3.8361 -23.2694 0.9422
C 2.1163 -23.9524 2.7687
C 4.1756 -25.4346 2.2854
C 4.8245 -25.1222 3.6307
O 5.6966 -24.0000 3.4621
H 1.4978 -24.5893 0.2007
H 1.8136 -26.0351 0.9771
H 3.0749 -25.4445 -0.1242
H 4.1774 -22.5582 1.6944
H 3.0182 -22.9085 0.3186
H 4.6597 -23.7491 0.4135
H 1.4575 -23.1417 2.4572
H 2.6984 -23.4956 3.5690
H 1.5212 -24.7652 3.1849
H 4.8856 -25.8024 1.5447
H 3.5222 -26.2923 2.4447
H 5.3357 -25.9880 4.0515
H 4.0123 -24.8585 4.3082
H 5.5260 -23.4278 4.2138
C -2.6777 -25.1870 3.8294
N -3.0129 -23.9470 3.0053
C -4.0567 -24.2826 1.8650
C -3.7450 -22.9853 3.9110
C -1.7112 -23.2934 2.4874
C -1.1755 -23.9810 1.2278
O -0.7711 -25.2867 1.4574
H -1.8487 -24.8646 4.4594
H -2.2980 -25.8733 3.0724
H -3.5688 -25.6817 4.2158
H -4.1529 -23.3230 1.3571
H -4.9902 -24.6091 2.3233
H -3.6654 -25.0990 1.2578
H -3.0272 -22.6578 4.6631
H -4.6040 -23.3854 4.4497
H -4.0572 -22.1305 3.3111
H -1.0248 -23.4408 3.3212
H -1.8650 -22.2427 2.2414
H -0.2551 -23.4975 0.9001
H -1.8821 -23.7912 0.4198
H -0.7771 -25.7660 0.6256
C -1.4985 -18.9223 -8.2392
N -0.5661 -18.7442 -7.0120
C 0.9268 -18.7938 -7.4945
C -0.8690 -17.2499 -6.4568
C -0.8021 -19.8283 -5.8587
C -0.7021 -21.3489 -6.2700
O -1.5702 -21.6714 -7.2461
H -2.5060 -19.1724 -7.9066
H -1.1242 -19.7110 -8.8918
H -1.5725 -17.9849 -8.7905
H 1.0024 -17.9853 -8.2216
H 1.0324 -19.7820 -7.9422
H 1.6187 -18.5928 -6.6766
H -1.9061 -17.2123 -6.1236
H -0.8144 -16.5411 -7.2831
H -0.2291 -17.0200 -5.6048
H -1.7813 -19.6173 -5.4289
H -0.1191 -19.7442 -5.0134
H -1.0292 -21.9975 -5.4572
H 0.3235 -21.6710 -6.4503
H -2.0055 -22.5153 -7.1045
C 0.7384 -25.4078 -5.5508
N 1.0467 -25.3073 -4.0235
C 2.0600 -24.2053 -3.6261
C -0.3647 -25.0213 -3.3542
C 1.5388 -26.6070 -3.3552
C 2.7641 -27.3370 -3.9106
O 2.5206 -27.9657 -5.1262
H 1.6704 -25.5667 -6.0932
H 0.3269 -24.5164 -6.0244
H 0.0762 -26.2735 -5.5450
H 1.5835 -23.3003 -4.0028
H 3.0362 -24.4928 -4.0167
H 1.9877 -24.1617 -2.5394
H -0.7289 -24.1307 -3.8663
H -0.3836 -24.9856 -2.2650
H -1.0396 -25.8071 -3.6935
H 0.6884 -27.2877 -3.3953
H 1.6793 -26.3062 -2.3170
H 2.9352 -28.1973 -3.2636
H 3.6738 -26.7370 -3.9355
H 3.2774 -28.5348 -5.2844
C -4.4666 -20.2787 -4.1218
C -4.8194 -18.9659 -4.7577
O -5.6984 -18.2656 -4.2023
O -4.3647 -18.5582 -5.8500
H -4.1280 -20.9914 -4.8738
H -5.4163 -20.6532 -3.7400
H -3.7616 -20.1608 -3.2988
C -4.6362 -19.8275 -0.5678
C -4.6837 -20.2905 0.8715
O -3.6118 -20.2554 1.4872
O -5.8118 -20.4385 1.3898
H -3.6680 -19.8974 -1.0636
H -4.9151 -18.7762 -0.6393
H -5.4767 -20.4118 -0.9424
*
```

> Look up the calculated total energy of the second one.

-4192.2610 hartree